The following is a DFT calculation (ωB97M-V with the def2-TZVPD basis set) of a structure of composition C20H23Br2NO2PSScTe at a distorted geometry.

Element x y z (Å)
1 C -0.07939 -5.02081 -1.25937
2 H -0.61565 2.07332 -2.54537
3 H 0.73530 3.20634 -2.36837
4 H 1.49340 -6.19843 -0.43096
5 P 0.24162 1.95839 -0.30890
6 H -1.82225 -4.01029 -3.09923
7 C 1.89582 2.80843 1.72573
8 C 0.85067 -2.92066 0.20218
9 C 1.83640 2.56220 0.35603
10 Br 3.51504 -5.89462 1.42024
11 H -4.98694 0.40888 1.73391
12 C 3.03734 3.33811 2.30554
13 C 1.01122 -5.22975 -0.47176
14 H -4.10961 2.68944 -1.13869
15 H -2.14470 -2.48758 -2.23226
16 C 2.32033 -1.95373 1.83731
17 C -0.69163 -3.74379 -1.30265
18 H 3.05173 3.53430 3.36868
19 C -1.92270 -3.54091 -2.11852
20 H -2.76920 -3.98328 -1.59119
21 Sc -1.18377 -0.55947 0.11636
22 S -4.07677 0.27077 -0.47131
23 Br 2.84844 -0.46806 2.87772
24 H -5.16897 1.97924 0.83854
25 N -0.23292 -2.72315 -0.61081
26 H -1.74159 3.35824 -0.35973
27 H -5.63877 1.81673 -1.55735
28 H -4.16407 1.57641 -2.54446
29 H 3.81911 -3.26022 2.65666
30 C 2.96885 2.79158 -0.41974
31 O -2.55542 0.51098 -0.71430
32 C -4.51731 1.13701 1.07280
33 H -0.27160 4.35630 -0.25363
34 C 3.00402 -3.17413 1.95097
35 H -0.49693 -5.82005 -1.85904
36 H 2.97091 2.57119 -1.47973
37 H 5.04754 4.01988 1.95599
38 C 1.24012 -1.80885 1.00479
39 C 4.11892 3.30844 0.16456
40 H -0.89018 3.52188 1.18443
41 C 4.14881 3.60233 1.52071
42 O 0.54415 -0.69971 0.96332
43 C 1.51568 -4.15771 0.30342
44 H 1.04680 1.47330 -2.57994
45 C 0.37922 2.20733 -2.12981
46 C 2.60683 -4.24341 1.20374
47 Te -3.29785 -1.94597 1.07699
48 H -3.59682 1.48284 1.53261
49 H 1.04296 2.57882 2.35798
50 C -4.54128 1.76011 -1.53519
51 C -0.76145 3.45046 0.10516
52 H 4.98654 3.49136 -0.45407

Properties
ΔE to the lowest compared entry with this formula, charge and spin = 73.2 kJ/mol
E_LUMO = -0.0045 Eh
Kohn-Sham gap = 6.16 eV

=====

The following is a DFT calculation (ωB97M-V with the def2-TZVPD basis set) of an isolated molecule of C20H23Cl2N3O at a distorted geometry.

Element x y z (Å)
1 H 2.54648 -3.55714 -0.06853
2 H -0.67727 -1.63389 -2.94458
3 C 0.35081 0.07721 2.36619
4 C 1.33089 -2.35171 -1.31788
5 C 1.30124 1.94429 1.08870
6 H -4.99002 -0.61564 0.35843
7 C 2.30573 -0.20885 -2.03401
8 C 2.36286 1.25883 1.92138
9 H -3.71503 -0.66945 -2.37161
10 H 2.18083 -0.87320 1.79255
11 C -3.55056 0.98758 0.02853
12 H -5.32424 0.41181 -1.00277
13 H 0.52460 -3.08433 -1.36181
14 H 2.22268 0.70932 -2.61001
15 H -2.65618 -2.15862 0.14474
16 H 1.02674 2.92518 1.48656
17 C -3.83818 -1.13536 -1.38092
18 H -3.44181 1.69224 -0.76906
19 C 3.98214 3.03095 1.69441
20 H -4.54012 -1.97441 -1.52933
21 Cl 4.76079 0.63226 -1.15062
22 C 1.85301 -0.05809 2.46725
23 H -2.46883 -0.23106 1.34628
24 C -0.98484 0.10382 -1.68305
25 Cl 4.88069 -2.02369 0.50183
26 O -1.20254 1.23375 -2.09403
27 C 3.56346 -1.70754 -0.56269
28 H 1.54068 2.03402 0.02324
29 N 0.14283 1.02583 1.28279
30 H 2.22752 -0.22484 3.46782
31 H 4.27978 1.15625 2.87055
32 C 2.50365 -2.62325 -0.62552
33 H -0.08926 0.46351 3.30541
34 N 4.31843 4.07204 1.25629
35 C -0.09145 -0.74822 -2.60679
36 H 0.13836 -0.17850 -3.50913
37 C -1.23648 1.47293 0.98740
38 N -1.65690 -0.46384 -0.55869
39 C -2.20955 0.38710 0.49562
40 H -0.11150 -0.88498 2.14283
41 H -1.19587 2.23665 0.20037
42 C -4.49788 -0.11748 -0.46760
43 C 3.60428 1.75504 2.21698
44 C 1.20767 -1.11446 -1.96391
45 C -2.49107 -1.60829 -0.79064
46 C 3.47691 -0.51250 -1.30876
47 H -1.62250 1.95705 1.89829
48 H -2.02579 -2.30996 -1.47673
49 H -4.01521 1.50164 0.84424

Properties
ΔE to the lowest compared entry with this formula, charge and spin = 212.8 kJ/mol
E_LUMO = 0.0172 Eh
Kohn-Sham gap = 8.79 eV
SMILES string = N#C/C=C1/CCN(C[C@H]2CCCCN2C(=O)Cc2ccc(Cl)c(Cl)c2)C1

=====

The following is a DFT calculation (ωB97M-V with the def2-TZVPD basis set) of a structure of composition C20H23Cl3N2NiO2SSi at a distorted geometry.

Element x y z (Å)
1 C 4.66421 0.96540 3.41434
2 C -6.26155 1.81806 -0.77386
3 C 1.03956 1.73423 2.34521
4 H -7.16393 2.16459 -1.24596
5 H 3.01914 2.30078 4.03323
6 C 4.95503 -0.19757 2.68908
7 O 1.42257 -1.86495 0.75010
8 H 0.65153 1.96538 3.35241
9 H -0.71524 -1.65088 1.08174
10 C -3.53096 0.18545 -0.83942
11 H -6.11494 -1.26573 -1.96220
12 C 2.72071 -0.13473 1.72310
13 Cl 2.19918 -3.99957 -5.52807
14 C -5.74529 -0.58133 -2.71018
15 H 3.32780 -2.71025 1.06282
16 N 1.26828 -1.37521 -3.09878
17 H 1.15106 2.73438 1.86067
18 C 3.34253 1.46433 3.38079
19 Si -5.00560 0.90088 -1.87738
20 C -1.51112 -1.06465 0.64985
21 C 1.81004 -0.68163 0.51396
22 C -2.75969 -0.87275 1.20250
23 C 1.92878 -2.07237 -3.77260
24 H -4.63159 0.12495 1.04463
25 H 6.32631 2.44328 3.57813
26 C -3.74145 -0.19636 0.49832
27 H -5.78263 2.68952 -0.31900
28 H -6.59364 -0.26255 -3.32124
29 C 5.73665 1.69346 4.17896
30 S -1.54851 0.00385 -2.99949
31 H 4.98254 -2.73190 1.66499
32 Cl 4.26430 -1.93607 -4.88617
33 H -5.13231 2.71237 -3.66805
34 H 6.45255 1.01935 4.67623
35 H -5.04947 -1.12926 -3.38785
36 C 2.36549 1.00932 2.46311
37 Ni 0.14251 -0.51270 -1.88941
38 C -2.23584 -0.14470 -1.41375
39 H 5.91695 -0.67769 2.83697
40 Cl 3.46945 -3.86665 -2.75725
41 C 4.21928 -2.10779 1.15766
42 O 1.64626 0.04471 -0.49955
43 C 3.98191 -0.80944 1.92094
44 H 4.61931 -1.97621 0.13713
45 C 2.93329 -2.95782 -4.24148
46 H -3.00546 -1.15488 2.27741
47 C -4.34506 2.14729 -3.13871
48 H -3.65669 1.72257 -3.86191
49 H -6.45516 1.18198 0.05389
50 N -1.23944 -0.58668 -0.60180
51 H 5.28437 2.32090 4.95234
52 H -3.80014 2.91127 -2.54818
53 H 0.18410 1.26404 1.84178

Properties
ΔE to the lowest compared entry with this formula, charge and spin = 195.3 kJ/mol
<S²> = 2.012
E_LUMO (alpha / beta) = -0.0312 / -0.0405 Eh
Multiplicity = 3
Kohn-Sham gap (alpha / beta) = 6.99 / 6.72 eV